[1]
{"formula": "CHN3O2", "method": "the ωB97M-V functional and the def2-TZVPD basis", "smiles": "N#[N+][O-].N=C=O", "homo_energy_ev": -11.26, "e_above_lowest_kcal_mol": 27.6, "total_charge": 0, "gap_ev": 11.96, "species": ["N", "N", "O", "N", "C", "O", "H"], "xyz": [[1.572, -0.850, -1.416], [1.647, -0.113, -0.578], [1.743, 0.600, 0.318], [-1.240, 0.483, 0.956], [-1.367, -0.176, 0.008], [-1.629, -1.018, -0.744], [-0.726, 1.073, 1.455]], "atomic_forces_ev_per_a": [[-0.027, 0.360, 0.081], [-0.041, -2.507, -2.470], [0.261, 2.162, 2.364], [-2.001, -0.271, 0.260], [-0.521, -2.066, -0.602], [-0.114, -0.405, -1.610], [2.444, 2.726, 1.977]], "lowdin_charge": [0.254, -0.324, 0.100, 0.254, -0.459, 0.142, 0.032]}

---

[2]
{"formula": "C3H3BiLiO3", "method": "the ωB97M-V functional and the def2-TZVPD basis", "homo_energy_ev": [-5.18, -7.89], "e_above_lowest_kcal_mol": 0.0, "total_charge": 0, "spin_multiplicity": 2, "gap_ev": [4.23, 6.89], "species": ["H", "C", "C", "O", "C", "O", "O", "Li", "H", "H", "Bi"], "xyz": [[-1.142, -0.693, -2.613], [-0.387, 1.880, 0.031], [0.483, 0.926, 0.424], [0.044, -0.396, 0.249], [0.842, -1.435, 0.639], [0.356, -2.538, 0.323], [-1.527, 1.622, -0.565], [1.960, -3.023, 1.214], [-0.148, 2.924, 0.286], [1.423, 1.069, 0.950], [-1.903, -0.337, -0.939]], "atomic_forces_ev_per_a": [[0.102, 0.459, 0.725], [1.745, 0.000, 1.071], [-0.133, 0.839, 0.399], [1.971, 0.857, 0.755], [0.503, -0.882, 0.183], [0.446, 0.039, 0.304], [0.361, 1.683, 0.084], [-0.558, 0.473, -0.314], [-0.152, -0.387, -0.394], [-0.308, -0.052, -0.213], [-3.978, -3.029, -2.600]], "lowdin_charge": [-0.170, -0.321, -0.161, -0.423, -0.408, -0.215, -0.484, 0.742, 0.123, 0.106, 1.212]}

---

[3]
{"formula": "C31H33F2IrN5O2S2", "method": "the ωB97M-V functional and the def2-TZVPD basis", "homo_energy_ev": [-5.55, -7.00], "e_above_lowest_kcal_mol": 49.3, "total_charge": 0, "spin_multiplicity": 2, "gap_ev": [5.66, 6.83], "species": ["Ir", "C", "C", "N", "C", "S", "N", "N", "C", "C", "C", "C", "C", "C", "C", "N", "H", "H", "H", "H", "H", "H", "H", "H", "H", "H", "H", "H", "H", "F", "C", "C", "C", "C", "C", "F", "C", "C", "C", "C", "C", "C", "N", "H", "H", "H", "H", "H", "H", "C", "S", "O", "C", "C", "C", "C", "C", "C", "H", "H", "H", "H", "H", "H", "H", "H", "C", "O", "C", "C", "H", "H", "H", "H", "H", "H"], "xyz": [[0.039, 0.150, -0.327], [-0.984, -5.011, 0.004], [-1.444, -4.465, 1.353], [-2.260, -3.266, 1.226], [-1.736, -2.044, 0.895], [-0.070, -1.735, 1.225], [-2.560, -1.170, 0.423], [-2.061, 0.074, 0.106], [-2.983, 1.025, 0.028], [-4.439, 0.692, 0.260], [-2.661, 2.387, -0.153], [-3.604, 3.416, 0.112], [-3.209, 4.698, 0.331], [-1.816, 4.999, 0.327], [-0.953, 4.045, -0.090], [-1.375, 2.802, -0.472], [-0.425, -5.940, 0.136], [-0.342, -4.278, -0.489], [-1.839, -5.208, -0.647], [-0.578, -4.213, 1.961], [-2.035, -5.207, 1.891], [-3.187, -3.408, 0.850], [-4.560, -0.381, 0.316], [-5.053, 1.080, -0.555], [-4.793, 1.124, 1.198], [-4.649, 3.158, 0.187], [-3.938, 5.467, 0.547], [-1.445, 5.971, 0.616], [0.104, 4.228, -0.186], [-2.847, -3.137, -3.471], [-1.636, -2.706, -3.075], [-1.562, -1.654, -2.187], [-0.316, -1.185, -1.777], [0.840, -1.816, -2.281], [0.701, -2.867, -3.177], [1.797, -3.455, -3.708], [-0.521, -3.340, -3.590], [2.103, -1.277, -1.819], [3.344, -1.914, -1.847], [4.456, -1.246, -1.379], [4.316, 0.056, -0.910], [3.056, 0.611, -0.899], [1.961, -0.041, -1.313], [-2.479, -1.216, -1.831], [-0.598, -4.158, -4.291], [3.426, -2.920, -2.225], [5.426, -1.727, -1.394], [5.166, 0.627, -0.563], [2.890, 1.624, -0.561], [2.456, 2.834, 2.250], [1.356, 1.547, 1.619], [-0.019, 2.007, 1.988], [1.834, 0.337, 2.856], [2.893, -0.526, 2.625], [3.226, -1.459, 3.596], [2.505, -1.518, 4.780], [1.440, -0.652, 4.994], [1.097, 0.279, 4.025], [2.181, 3.007, 3.289], [2.292, 3.729, 1.651], [3.491, 2.500, 2.168], [3.441, -0.488, 1.690], [4.044, -2.148, 3.425], [2.764, -2.250, 5.534], [0.868, -0.708, 5.911], [0.251, 0.945, 4.146], [0.981, 3.426, -2.539], [0.762, 2.567, -1.425], [-0.533, 1.943, -1.298], [-1.172, 1.661, -2.645], [1.023, 2.862, -3.474], [1.946, 3.904, -2.370], [0.212, 4.199, -2.625], [-1.387, 2.586, -3.192], [-2.110, 1.127, -2.508], [-0.511, 1.037, -3.242]], "atomic_forces_ev_per_a": [[-3.309, -0.132, -1.607], [-0.018, 0.025, 0.062], [0.008, 0.125, -0.230], [0.007, -0.071, 0.029], [0.076, 0.172, 0.146], [1.094, -0.176, -0.071], [-0.503, 0.017, -0.036], [1.106, -0.211, 0.515], [-0.115, -0.034, 0.156], [0.064, -0.059, -0.087], [-0.051, -0.025, 0.008], [-0.048, 0.001, -0.010], [0.082, 0.033, 0.051], [-0.175, 0.033, -0.008], [-0.019, 0.032, -0.144], [0.176, 0.311, -0.054], [0.006, 0.013, -0.041], [0.002, -0.023, -0.012], [0.013, -0.037, 0.010], [-0.023, -0.069, 0.083], [0.010, 0.004, 0.026], [-0.029, 0.079, 0.041], [-0.059, -0.001, -0.019], [-0.005, 0.055, 0.042], [0.008, 0.008, -0.003], [0.014, -0.009, 0.013], [0.003, -0.007, 0.015], [0.024, -0.010, -0.004], [-0.005, -0.048, -0.003], [-0.058, -0.039, 0.000], [0.181, 0.190, 0.088], [-0.097, 0.081, -0.358], [-0.029, 0.103, 0.541], [-0.124, -0.283, -0.062], [-0.083, -0.027, -0.068], [0.063, -0.003, 0.076], [-0.032, -0.152, -0.124], [-0.033, -0.098, -0.338], [0.183, 0.048, -0.175], [-0.081, 0.034, 0.012], [0.030, 0.039, -0.225], [0.072, 0.197, -0.222], [0.354, 0.033, 1.791], [-0.035, -0.050, -0.043], [-0.007, 0.019, -0.006], [-0.058, 0.004, -0.008], [-0.011, -0.018, 0.041], [-0.017, 0.022, -0.011], [-0.047, -0.032, 0.041], [0.125, 0.082, -0.339], [-0.468, 0.147, 1.256], [0.231, -0.001, -0.097], [0.115, -0.043, 0.010], [0.003, 0.010, -0.040], [0.018, 0.002, 0.023], [-0.036, 0.022, 0.001], [0.038, -0.007, -0.035], [-0.042, 0.046, -0.001], [-0.028, -0.024, -0.008], [0.007, -0.009, 0.006], [-0.001, 0.021, 0.031], [-0.013, -0.020, -0.004], [-0.002, 0.007, -0.012], [-0.002, -0.006, -0.008], [-0.001, -0.010, -0.004], [-0.010, -0.025, 0.000], [-0.093, 0.038, 0.139], [-0.322, 0.502, -0.339], [2.174, -1.284, -0.347], [-0.181, 0.517, -0.004], [0.009, 0.014, -0.004], [0.002, 0.011, -0.017], [0.036, 0.030, -0.018], [-0.092, -0.048, 0.001], [0.016, -0.030, -0.013], [0.009, -0.007, 0.004]], "lowdin_charge": [1.035, -0.089, -0.289, -0.020, -0.780, 0.698, -0.045, -0.099, -0.257, -0.030, -0.167, -0.021, -0.072, -0.065, -0.069, 0.017, 0.071, 0.050, 0.073, 0.071, 0.109, 0.130, 0.059, 0.085, 0.089, 0.102, 0.101, 0.099, 0.120, 0.069, -0.266, -0.034, -0.242, -0.133, -0.218, 0.064, 0.056, -0.205, 0.017, -0.046, -0.065, -0.154, -0.011, 0.102, 0.131, 0.114, 0.112, 0.108, 0.084, -0.198, 0.826, -0.491, -0.444, -0.099, -0.074, -0.078, -0.065, -0.082, 0.067, 0.052, 0.060, 0.096, 0.106, 0.103, 0.107, 0.113, -0.098, -0.268, -0.491, -0.044, 0.088, 0.091, 0.089, 0.087, 0.074, 0.083]}

---

[4]
{"formula": "C15H26N2O5S3SiTi", "method": "the ωB97M-V functional and the def2-TZVPD basis", "homo_energy_ev": [-11.62, -12.68], "total_charge": 1, "spin_multiplicity": 2, "gap_ev": [8.92, 9.99], "species": ["Ti", "C", "C", "S", "C", "C", "S", "C", "C", "S", "H", "H", "H", "H", "H", "H", "H", "H", "H", "H", "H", "H", "C", "C", "N", "C", "C", "N", "C", "O", "O", "C", "O", "O", "H", "H", "H", "H", "H", "C", "Si", "C", "C", "O", "H", "H", "H", "H", "H", "H", "H", "H", "H"], "xyz": [[-0.269, -0.093, -0.197], [-0.328, 1.722, 2.890], [-1.253, 2.674, 2.147], [-1.030, 2.515, 0.360], [-2.719, 2.446, -0.291], [-3.592, 1.323, 0.252], [-2.876, -0.321, -0.048], [-2.908, -1.120, 1.581], [-2.210, -0.399, 2.727], [-0.453, -0.018, 2.403], [-0.482, 1.792, 3.967], [0.717, 1.973, 2.694], [-1.018, 3.698, 2.437], [-2.298, 2.500, 2.396], [-2.567, 2.333, -1.367], [-3.196, 3.412, -0.123], [-4.557, 1.353, -0.253], [-3.784, 1.433, 1.318], [-2.435, -2.085, 1.390], [-3.947, -1.304, 1.855], [-2.245, -1.036, 3.610], [-2.713, 0.532, 2.981], [3.279, -0.366, 1.591], [2.941, 0.539, 0.465], [1.826, 0.506, -0.252], [1.952, 1.481, -1.229], [3.145, 2.113, -1.078], [3.756, 1.494, -0.020], [3.857, 3.234, -1.761], [3.238, 3.812, -2.767], [4.945, 3.548, -1.352], [0.820, 1.694, -2.169], [0.858, 2.574, -3.010], [-0.183, 0.888, -1.957], [2.401, -0.948, 1.866], [3.628, 0.195, 2.459], [4.070, -1.058, 1.299], [4.684, 1.750, 0.291], [2.344, 3.409, -2.949], [0.387, -4.664, -0.387], [-0.127, -3.136, -1.290], [1.138, -2.592, -2.533], [-1.794, -3.337, -2.074], [-0.269, -1.896, -0.148], [0.462, -5.507, -1.075], [-0.341, -4.927, 0.381], [1.360, -4.538, 0.090], [1.323, -3.372, -3.273], [2.090, -2.370, -2.043], [0.808, -1.699, -3.069], [-1.769, -4.120, -2.834], [-2.120, -2.415, -2.561], [-2.547, -3.624, -1.337]], "atomic_forces_ev_per_a": [[0.143, -0.158, 0.009], [-0.012, 0.009, 0.024], [-0.001, 0.040, 0.024], [0.086, -0.072, -0.061], [0.005, -0.003, 0.004], [0.001, 0.005, -0.026], [0.134, 0.059, -0.049], [-0.012, 0.007, 0.034], [0.050, -0.028, -0.020], [-0.104, -0.150, -0.022], [0.000, 0.015, -0.014], [-0.011, 0.005, 0.022], [-0.019, -0.022, 0.009], [0.004, -0.001, 0.025], [0.007, 0.020, 0.024], [-0.009, -0.022, -0.013], [-0.006, 0.016, 0.020], [-0.001, 0.003, -0.001], [-0.028, 0.024, 0.002], [0.015, -0.013, -0.002], [-0.014, 0.016, 0.004], [-0.011, 0.008, 0.000], [-0.020, -0.023, 0.038], [0.056, -0.079, -0.043], [-0.113, 0.310, 0.023], [-0.103, -0.101, 0.090], [0.082, 0.064, -0.223], [-0.149, -0.058, 0.019], [-0.093, -0.038, -0.045], [-0.051, -0.070, 0.027], [0.012, 0.032, -0.013], [-0.094, -0.060, 0.041], [0.060, -0.057, -0.038], [-0.013, -0.056, 0.201], [0.029, 0.003, 0.011], [-0.009, -0.005, 0.006], [0.003, -0.007, -0.002], [0.004, -0.005, 0.017], [0.104, 0.034, 0.052], [0.045, -0.072, 0.081], [-0.013, 0.074, 0.065], [0.075, 0.053, -0.020], [-0.109, -0.008, -0.030], [0.078, 0.411, -0.214], [0.009, -0.051, -0.030], [-0.004, -0.023, 0.038], [0.021, -0.007, 0.029], [0.000, -0.017, -0.025], [0.020, 0.014, -0.023], [0.019, 0.001, 0.006], [-0.004, -0.021, -0.034], [-0.013, -0.008, 0.000], [-0.042, 0.012, 0.002]], "lowdin_charge": [0.671, -0.480, -0.468, 0.944, -0.462, -0.456, 0.936, -0.470, -0.442, 0.907, 0.097, 0.082, 0.095, 0.070, 0.091, 0.098, 0.093, 0.072, 0.078, 0.098, 0.094, 0.070, 0.023, -0.315, 0.071, -0.126, -0.052, 0.206, -0.471, 0.162, 0.132, -0.563, 0.105, -0.173, 0.067, 0.096, 0.100, 0.186, 0.086, -0.156, 0.327, -0.150, -0.158, -0.463, 0.043, 0.037, 0.037, 0.044, 0.036, 0.035, 0.044, 0.034, 0.036]}

---

Repeat the first record exactly.
{"formula": "CHN3O2", "method": "the ωB97M-V functional and the def2-TZVPD basis", "smiles": "N#[N+][O-].N=C=O", "homo_energy_ev": -11.26, "e_above_lowest_kcal_mol": 27.6, "total_charge": 0, "gap_ev": 11.96, "species": ["N", "N", "O", "N", "C", "O", "H"], "xyz": [[1.572, -0.850, -1.416], [1.647, -0.113, -0.578], [1.743, 0.600, 0.318], [-1.240, 0.483, 0.956], [-1.367, -0.176, 0.008], [-1.629, -1.018, -0.744], [-0.726, 1.073, 1.455]], "atomic_forces_ev_per_a": [[-0.027, 0.360, 0.081], [-0.041, -2.507, -2.470], [0.261, 2.162, 2.364], [-2.001, -0.271, 0.260], [-0.521, -2.066, -0.602], [-0.114, -0.405, -1.610], [2.444, 2.726, 1.977]], "lowdin_charge": [0.254, -0.324, 0.100, 0.254, -0.459, 0.142, 0.032]}

---

Question: What is the formula in the second record?
Answer: C3H3BiLiO3